The following is a quantum chemistry calculation of a 4-piece molecular cluster, C30H33BrF30N3O4 overall in a non-equilibrium geometry, from the OMol25 dataset.

Geometry (Å):
1 C -4.998 -0.420 1.126
2 C -3.938 0.814 0.922
3 C -2.366 0.365 0.781
4 Br -1.366 1.867 -0.089
5 N -2.140 -0.995 0.159
6 C -2.401 -1.369 -1.283
7 C -2.999 -0.535 -2.559
8 C -4.603 -0.772 -2.851
9 N -4.976 -2.187 -3.229
10 C -5.356 -3.040 -2.040
11 C -6.956 -3.066 -1.682
12 C -6.159 -2.259 -4.168
13 C -6.383 -3.695 -4.995
14 O -7.076 -1.313 -4.379
15 C -1.985 -2.922 -1.613
16 C -2.094 -3.756 -3.022
17 N -1.499 -3.446 -0.279
18 C -0.993 -4.812 0.145
19 F 0.308 -4.592 0.855
20 F -0.711 -5.744 -0.972
21 C -2.004 -5.576 1.185
22 F -1.498 -5.285 2.569
23 F -1.878 -7.063 0.958
24 F -3.389 -5.078 0.991
25 C -1.598 -2.298 0.744
26 F -1.247 -2.279 2.191
27 H -5.148 -0.996 0.119
28 H -6.056 0.065 1.384
29 H -4.694 -1.197 1.947
30 H -4.254 1.563 0.049
31 H -4.003 1.473 1.915
32 H -1.944 0.290 1.895
33 H -2.720 0.605 -2.377
34 H -2.423 -0.878 -3.528
35 H -4.866 -0.066 -3.777
36 H -5.272 -0.345 -1.959
37 H -4.782 -2.800 -1.049
38 H -5.062 -4.160 -2.329
39 H -7.485 -2.018 -1.708
40 H -7.506 -3.887 -2.337
41 H -7.037 -3.462 -0.559
42 H -5.707 -4.531 -4.523
43 H -7.526 -3.973 -4.793
44 H -6.206 -3.541 -6.146
45 H -2.518 -3.115 -3.928
46 H -2.785 -4.722 -2.958
47 H -1.014 -4.112 -3.383
48 C 1.204 4.043 -5.367
49 C 0.610 4.785 -4.160
50 C 0.214 3.894 -2.987
51 F -0.731 2.989 -3.321
52 F -0.311 4.638 -1.977
53 F -0.434 5.551 -4.576
54 F 1.562 5.667 -3.720
55 O 0.301 3.753 -6.438
56 C -0.481 2.571 -6.275
57 C -1.982 2.861 -6.148
58 F -2.248 3.682 -5.100
59 F -2.685 1.718 -5.932
60 F 0.010 1.853 -5.236
61 F -0.252 1.821 -7.386
62 H 1.943 4.721 -5.814
63 H 1.788 3.162 -5.073
64 H 1.082 3.360 -2.587
65 H -2.367 3.337 -7.053
66 C 3.867 2.658 2.621
67 C 4.192 3.924 3.429
68 C 3.712 3.904 4.876
69 F 2.371 3.778 4.976
70 F 4.033 5.068 5.503
71 F 3.718 5.011 2.764
72 F 5.555 4.060 3.435
73 O 2.702 2.717 1.794
74 C 1.468 2.440 2.454
75 C 0.527 3.651 2.494
76 F 1.102 4.713 3.115
77 F -0.609 3.367 3.185
78 F 1.727 1.929 3.683
79 F 0.888 1.433 1.747
80 H 4.694 2.523 1.911
81 H 3.887 1.750 3.236
82 H 4.180 3.088 5.436
83 H 0.248 3.964 1.485
84 C 6.135 -1.345 4.441
85 C 6.300 0.182 4.396
86 C 7.527 0.675 3.637
87 F 8.683 0.229 4.175
88 F 7.593 2.033 3.663
89 F 6.272 0.672 5.665
90 F 5.187 0.690 3.780
91 O 6.607 -1.997 5.623
92 C 8.003 -2.290 5.644
93 C 8.760 -1.514 6.731
94 F 8.619 -0.172 6.579
95 F 10.093 -1.771 6.678
96 F 8.516 -2.100 4.404
97 F 8.098 -3.625 5.886
98 H 5.054 -1.539 4.440
99 H 6.499 -1.834 3.530
100 H 7.491 0.367 2.587
101 H 8.396 -1.780 7.726

Frontier orbital gap ... 7.529 eV
Charge ... +1
LUMO energy ... -4.781 eV
HOMO level ... -12.3 eV
Strongest force on any atom ... 8.075 eV/Å

Atomic partial charges in e from the Mulliken method, atoms 1 to 6: -0.67, -0.44, -0.62, 0.06, 0.66, 0.23

The following is a quantum chemistry calculation of a 4-piece molecular cluster, C16H30O7 overall in a non-equilibrium geometry, from the OMol25 dataset.

Geometry (Å):
1 C 1.737 -0.397 -1.480
2 C 0.524 -0.286 -0.594
3 O -0.190 0.927 -0.839
4 C -1.429 0.526 -1.245
5 O -2.099 1.031 -2.105
6 O -1.722 -0.589 -0.502
7 C -0.528 -1.399 -0.679
8 O -0.609 -2.008 -1.906
9 H 2.494 -0.984 -0.980
10 H 1.516 -0.850 -2.433
11 H 2.157 0.583 -1.639
12 H 0.875 -0.317 0.427
13 H -0.510 -2.048 0.181
14 H -0.730 -2.944 -1.774
15 C -2.994 -0.892 -4.472
16 C -3.463 -0.711 -5.913
17 C -4.170 -2.034 -6.179
18 O -4.704 -2.464 -4.925
19 C -4.153 -1.668 -3.868
20 H -2.796 0.039 -3.951
21 H -2.085 -1.495 -4.448
22 H -4.176 0.115 -5.974
23 H -2.656 -0.515 -6.618
24 H -3.467 -2.795 -6.536
25 H -4.981 -1.947 -6.903
26 H -4.933 -0.993 -3.499
27 H -3.846 -2.320 -3.049
28 C -0.870 1.125 4.040
29 C -0.148 0.507 5.235
30 C -0.235 -0.979 4.917
31 O -0.233 -1.087 3.491
32 C -0.434 0.207 2.909
33 H -0.612 2.168 3.860
34 H -1.951 1.061 4.182
35 H 0.897 0.828 5.247
36 H -0.591 0.760 6.197
37 H -1.167 -1.412 5.297
38 H 0.601 -1.551 5.322
39 H 0.516 0.536 2.474
40 H -1.173 0.133 2.111
41 C 4.497 2.814 1.952
42 C 4.642 1.621 2.892
43 C 3.329 0.889 2.665
44 O 2.949 1.143 1.306
45 C 3.767 2.190 0.772
46 H 5.445 3.269 1.668
47 H 3.875 3.583 2.416
48 H 5.482 0.997 2.578
49 H 4.796 1.898 3.933
50 H 2.541 1.274 3.322
51 H 3.409 -0.188 2.818
52 H 4.472 1.748 0.059
53 H 3.135 2.900 0.239

Frontier orbital gap ... 9.507 eV
Charge ... 0
LUMO energy ... 0.486 eV
HOMO level ... -9.0 eV
SMILES ... C[C@H]1OC(=O)O[C@H]1O.C1CCOC1.C1CCOC1.C1CCOC1
Strongest force on any atom ... 1.820 eV/Å

Atomic partial charges in e from the natural (NBO) method, atoms 1 to 6: -0.63, 0.04, -0.49, 0.98, -0.56, -0.52

The following is a quantum chemistry calculation of one molecule with the formula C4H7NS in a non-equilibrium geometry, from the OMol25 dataset.

Geometry (Å):
1 C 1.371 -2.293 0.237
2 C 0.869 -1.129 0.462
3 C 0.903 0.217 0.093
4 N -0.108 1.043 -0.184
5 C -1.387 0.374 -0.003
6 S -0.248 3.175 -0.156
7 H 1.558 -3.161 0.896
8 H 1.492 -2.571 -0.822
9 H 1.912 0.652 0.359
10 H -2.088 0.778 -0.707
11 H -1.168 -0.760 -0.002
12 H -1.819 0.593 0.932
13 H -1.287 3.084 -1.104

Frontier orbital gap (spin up / spin down) ... 6.356 / 6.355 eV
Charge ... 0
LUMO energy (spin up / spin down) ... -1.151 / -1.152 eV
HOMO level (spin up / spin down) ... -7.5 / -7.5 eV
SMILES ... C=C=CN(C)S
Strongest force on any atom ... 4.036 eV/Å

Atomic partial charges in e from the natural (NBO) method, atoms 1 to 6: -0.44, -0.12, -0.05, -0.42, -0.43, 0.07

The following is a quantum chemistry calculation of one molecule with the formula C7H12IN3O in a non-equilibrium geometry, from the OMol25 dataset.

Geometry (Å):
1 H -1.205 -1.851 2.235
2 N -1.895 -1.538 1.538
3 C -1.727 -0.378 1.045
4 N -2.900 0.520 0.657
5 I -4.444 -0.352 -0.306
6 C -2.392 1.715 0.128
7 C -1.073 1.647 0.304
8 O -0.138 2.513 -0.128
9 N -0.687 0.473 0.866
10 C 0.690 -0.182 0.870
11 C 1.114 -0.765 -0.488
12 C 0.622 -0.095 -1.752
13 C 2.657 -1.084 -0.414
14 H -2.998 2.560 -0.270
15 H 0.621 2.583 0.536
16 H 0.737 -0.882 1.566
17 H 1.448 0.619 1.155
18 H 0.733 -1.822 -0.663
19 H 1.107 0.803 -1.894
20 H 0.971 -0.676 -2.526
21 H -0.417 0.066 -1.484
22 H 3.365 -0.251 -0.294
23 H 2.899 -1.882 -1.181
24 H 2.913 -1.741 0.500

Frontier orbital gap ... 7.634 eV
Charge ... 0
LUMO energy ... 0.176 eV
HOMO level ... -7.5 eV
SMILES ... [H]/N=c1/n(I)cc(O)n1CC(C)C
Strongest force on any atom ... 6.467 eV/Å

Atomic partial charges in e from the natural (NBO) method, atoms 1 to 6: 0.36, -0.78, 0.59, -0.59, 0.33, -0.19

The following is a quantum chemistry calculation of a 2-piece molecular cluster, C4H10N2O2 overall in a non-equilibrium geometry, from the OMol25 dataset.

Geometry (Å):
1 C -0.265 -0.271 0.270
2 C 0.029 -2.318 -0.612
3 C -1.890 1.539 0.323
4 C 2.044 0.283 0.832
5 N -1.524 0.128 0.158
6 N 0.747 0.569 0.184
7 O -2.529 -0.657 0.240
8 O 1.017 1.401 -0.992
9 H -0.852 -2.774 -1.071
10 H 0.618 -1.992 -1.381
11 H 0.685 -2.835 0.018
12 H -2.923 1.562 0.390
13 H -1.442 1.806 1.162
14 H -1.434 2.002 -0.530
15 H 1.791 -0.646 1.266
16 H 2.823 0.264 0.033
17 H 2.275 1.036 1.507
18 H 0.831 0.903 -1.795

Frontier orbital gap (spin up / spin down) ... 6.963 / 7.423 eV
Charge ... 0
LUMO energy (spin up / spin down) ... 0.624 / -1.378 eV
HOMO level (spin up / spin down) ... -6.3 / -8.8 eV
Spin multiplicity ... 3
Strongest force on any atom ... 4.716 eV/Å

Atomic partial charges in e from the natural (NBO) method, atoms 1 to 6: 0.32, -0.61, -0.42, -0.40, -0.07, -0.18